# 1
{"formula": "CH4N2O2", "method": "ωB97M-V with the def2-TZVPD basis set", "species": ["C", "N", "N", "O", "O", "H", "H", "H", "H"], "positions_angstrom": [[-0.711, 0.696, 0.790], [0.594, -1.166, -1.321], [0.483, 0.740, 0.071], [1.542, -0.663, -1.854], [-0.039, -2.173, -1.607], [-0.963, -0.318, 1.053], [-1.395, 1.278, 0.340], [-0.711, 1.081, 1.770], [1.199, 0.525, 0.758]], "energy_ev": -8170.7374, "e_lumo_ha": [-0.0145, -0.0595], "total_charge": 0}

# 2
{"formula": "C19H21N3O2", "method": "ωB97M-V with the def2-TZVPD basis set", "species": ["C", "C", "C", "C", "C", "O", "C", "C", "N", "C", "C", "C", "N", "N", "O", "C", "C", "C", "C", "C", "C", "C", "C", "C", "H", "H", "H", "H", "H", "H", "H", "H", "H", "H", "H", "H", "H", "H", "H", "H", "H", "H", "H", "H", "H"], "positions_angstrom": [[-0.222, -3.189, 1.236], [-0.679, -1.762, 1.288], [0.089, -0.798, 1.919], [-0.286, 0.534, 1.947], [-1.462, 0.923, 1.324], [-1.943, 2.213, 1.271], [-1.030, 3.281, 1.210], [-0.431, 3.454, -0.204], [0.312, 2.297, -0.614], [1.539, 1.958, -0.126], [1.885, 0.693, -0.519], [3.095, -0.016, -0.135], [3.045, -1.385, -0.101], [4.134, 0.685, 0.122], [5.261, -0.070, 0.552], [0.799, 0.207, -1.315], [0.563, -0.971, -2.023], [-0.623, -1.105, -2.708], [-1.578, -0.086, -2.712], [-1.362, 1.097, -2.041], [-0.169, 1.240, -1.344], [-2.265, -0.048, 0.733], [-1.889, -1.378, 0.700], [-2.761, -2.387, 0.021], [-0.100, -3.513, 0.203], [-0.954, -3.846, 1.702], [0.726, -3.311, 1.757], [1.013, -1.083, 2.402], [0.354, 1.244, 2.448], [-0.222, 3.169, 1.940], [-1.609, 4.173, 1.462], [0.226, 4.329, -0.199], [-1.240, 3.622, -0.917], [2.105, 2.639, 0.479], [2.147, -1.808, 0.062], [3.840, -1.823, 0.338], [5.942, 0.605, 0.657], [1.306, -1.753, -2.051], [-0.823, -2.011, -3.262], [-2.498, -0.228, -3.260], [-2.104, 1.881, -2.058], [-3.191, 0.268, 0.278], [-3.047, -3.179, 0.713], [-2.229, -2.846, -0.811], [-3.663, -1.918, -0.363]], "energy_ev": -28608.4874, "e_lumo_ha": 0.0292, "total_charge": 0}

# 3
{"formula": "C12H14BrN3S", "method": "ωB97M-V with the def2-TZVPD basis set", "species": ["C", "C", "C", "N", "C", "N", "C", "N", "S", "C", "C", "C", "C", "C", "Br", "C", "C", "H", "H", "H", "H", "H", "H", "H", "H", "H", "H", "H", "H", "H", "H"], "positions_angstrom": [[-3.978, -0.863, -0.412], [-3.101, -0.699, 0.831], [-3.011, 0.772, 1.242], [-1.821, -1.325, 0.632], [-0.917, -1.013, -0.166], [0.203, -1.815, -0.222], [1.151, -1.756, -1.140], [1.991, -1.732, -1.918], [-0.825, 0.400, -1.333], [0.203, 1.546, -0.312], [1.613, 1.085, -0.194], [2.509, 1.288, -1.239], [3.804, 0.817, -1.158], [4.204, 0.137, -0.021], [5.982, -0.522, 0.100], [3.334, -0.071, 1.035], [2.039, 0.404, 0.941], [-3.547, -0.320, -1.250], [-4.973, -0.475, -0.213], [-4.057, -1.913, -0.680], [-3.547, -1.266, 1.659], [-2.314, 0.893, 2.069], [-3.991, 1.115, 1.565], [-2.692, 1.387, 0.404], [0.203, -2.615, 0.400], [-0.282, 1.638, 0.659], [0.130, 2.488, -0.854], [2.183, 1.805, -2.128], [4.494, 0.968, -1.973], [3.662, -0.600, 1.916], [1.352, 0.241, 1.761]], "energy_ev": -98018.5113, "e_lumo_ha": 0.0202, "total_charge": 0}

# 4
{"formula": "C5H14", "method": "ωB97M-V with the def2-TZVPD basis set", "species": ["C", "C", "C", "H", "H", "H", "H", "H", "H", "H", "H", "C", "C", "H", "H", "H", "H", "H", "H"], "positions_angstrom": [[2.531, 0.104, 0.034], [1.699, -1.195, 0.171], [0.892, -1.240, 1.488], [3.589, -0.155, 0.030], [2.353, 0.540, -0.949], [2.330, 0.828, 0.814], [1.005, -1.293, -0.663], [2.321, -2.074, 0.276], [0.083, -0.518, 1.576], [0.367, -2.198, 1.556], [1.548, -1.143, 2.353], [-2.426, 0.337, -0.906], [-2.526, 1.849, -0.770], [-1.415, -0.052, -0.739], [-2.983, -0.164, -0.108], [-2.723, -0.047, -1.876], [-3.172, 2.185, 0.045], [-2.977, 2.314, -1.655], [-1.554, 2.335, -0.650]], "energy_ev": -5411.6561, "e_lumo_ha": 0.0406, "total_charge": 0}

# 5
{"formula": "C20H20N4O4S2", "method": "ωB97M-V with the def2-TZVPD basis set", "species": ["C", "H", "O", "C", "C", "N", "C", "N", "C", "C", "C", "C", "C", "C", "H", "H", "H", "H", "S", "C", "C", "N", "C", "C", "C", "C", "C", "O", "O", "C", "H", "H", "H", "S", "C", "H", "H", "H", "C", "O", "N", "H", "H", "H", "H", "H", "H", "H", "H", "H"], "positions_angstrom": [[6.067, -2.483, -1.185], [6.344, -2.734, -0.218], [6.011, -1.006, -1.480], [4.950, -0.533, -0.649], [3.466, -0.996, -1.182], [2.458, -0.182, -0.160], [1.905, 1.013, -0.292], [1.198, 1.618, 0.363], [1.142, 0.636, 1.345], [0.546, 0.504, 2.635], [0.613, -0.386, 3.430], [1.391, -1.538, 2.899], [2.205, -1.775, 1.690], [2.040, -0.373, 1.061], [2.805, -2.427, 1.363], [1.525, -2.534, 3.762], [0.188, -0.831, 4.406], [-0.169, 1.308, 3.035], [2.372, 2.101, -2.010], [0.971, 3.334, -1.595], [-0.318, 2.685, -1.295], [-0.849, 1.719, -1.619], [-1.857, 1.211, -1.189], [-2.606, 1.667, 0.021], [-3.671, 1.004, -0.026], [-3.726, -0.229, -0.626], [-4.835, -1.461, -0.610], [-5.727, -1.193, 0.140], [-4.734, -2.189, -1.501], [-5.576, -3.233, -1.645], [-5.626, -3.668, -0.844], [-6.636, -2.806, -2.024], [-5.263, -3.772, -2.533], [-2.592, -0.473, -1.869], [-4.585, 1.102, 1.364], [-4.721, 2.438, 1.400], [-5.444, 0.600, 1.147], [-4.035, 0.962, 2.558], [-2.078, 2.880, 0.471], [-2.637, 3.571, 1.490], [-0.834, 3.247, -0.034], [-0.628, 4.205, 0.483], [0.763, 3.682, -2.671], [1.345, 3.889, -0.993], [3.186, -0.471, -2.146], [3.392, -1.951, -0.929], [5.132, -0.905, 0.470], [5.190, 0.430, -0.676], [5.180, -2.960, -1.733], [6.761, -2.697, -1.803]], "energy_ev": -56865.2983, "e_lumo_ha": -0.0117, "total_charge": 0}

# 6
{"formula": "C3H6N2O2", "method": "ωB97M-V with the def2-TZVPD basis set", "species": ["O", "C", "C", "C", "O", "N", "N", "H", "H", "H", "H", "H", "H"], "positions_angstrom": [[-1.791, -1.456, -0.535], [-0.478, -1.307, -0.231], [0.077, 0.451, -0.497], [0.641, 1.221, 0.648], [1.407, 0.413, 1.474], [-0.439, 1.111, -1.675], [0.640, 0.602, -1.782], [-2.396, -0.853, -0.102], [-0.123, -1.495, 0.737], [0.232, -1.916, -0.859], [-0.165, 1.708, 1.132], [1.369, 1.999, 0.310], [1.028, -0.477, 1.381]], "energy_ev": -10279.2678, "e_lumo_ha": 0.0194, "total_charge": 0}

# 7
{"formula": "C15H26N6O3", "method": "ωB97M-V with the def2-TZVPD basis set", "species": ["C", "N", "C", "O", "C", "C", "C", "C", "C", "N", "N", "C", "O", "C", "C", "C", "C", "N", "C", "N", "N", "C", "C", "O", "H", "H", "H", "H", "H", "H", "H", "H", "H", "H", "H", "H", "H", "H", "H", "H", "H", "H", "H", "H", "H", "H", "H", "H", "H", "H"], "positions_angstrom": [[-2.716, -0.350, -2.908], [-1.627, 0.033, -1.997], [-1.725, 0.975, -1.087], [-2.601, 1.844, -1.113], [-0.458, 1.080, -0.023], [-0.981, 1.249, 1.425], [0.097, 1.672, 2.409], [-0.185, 1.426, 3.895], [0.959, 2.048, 4.702], [0.905, 1.585, 6.090], [0.467, -0.038, -0.231], [1.625, 0.013, -0.897], [1.993, 1.111, -1.342], [2.412, -1.308, -1.130], [2.440, -2.227, 0.221], [2.820, -1.559, 1.507], [3.819, -0.593, 1.725], [3.602, -0.114, 3.008], [2.567, -0.752, 3.492], [2.018, -1.742, 2.731], [1.716, -2.151, -2.156], [0.497, -2.580, -2.103], [-0.098, -3.164, -3.300], [-0.310, -2.456, -1.237], [-3.697, 0.040, -2.596], [-2.472, 0.031, -3.859], [-2.758, -1.390, -3.017], [-0.890, -0.676, -1.976], [0.020, 2.069, -0.267], [-1.559, 0.412, 1.686], [-1.651, 2.092, 1.530], [1.016, 1.071, 2.221], [0.295, 2.742, 2.251], [-0.179, 0.345, 4.075], [-1.191, 1.755, 4.363], [1.990, 1.622, 4.378], [0.916, 3.144, 4.672], [1.479, 2.253, 6.674], [0.034, 1.415, 6.374], [0.159, -0.878, 0.215], [3.458, -1.162, -1.431], [3.191, -3.080, 0.120], [1.494, -2.560, 0.353], [4.471, -0.143, 1.065], [4.113, 0.567, 3.480], [1.898, -0.370, 4.313], [2.285, -2.539, -2.907], [-0.256, -4.193, -2.999], [-1.002, -2.621, -3.470], [0.600, -3.311, -4.131]], "energy_ev": -31058.8431, "e_lumo_ha": 0.0163, "total_charge": 0}

# 8
{"formula": "C4H12NOSi", "method": "ωB97M-V with the def2-TZVPD basis set", "species": ["C", "C", "C", "C", "N", "O", "Si", "H", "H", "H", "H", "H", "H", "H", "H", "H", "H", "H", "H"], "positions_angstrom": [[1.096, 1.717, 0.048], [0.791, -1.790, -0.636], [-1.998, -0.163, 0.519], [1.652, 0.666, 0.995], [-3.199, -0.286, -0.455], [0.850, -1.797, 2.380], [0.683, -0.985, 1.098], [0.106, 2.024, 0.375], [1.738, 2.602, 0.009], [1.004, 1.316, -0.959], [0.244, -1.229, -1.386], [1.828, -1.881, -0.965], [0.371, -2.792, -0.607], [-3.982, 0.200, -0.012], [-2.337, -0.502, 1.518], [-1.836, 0.922, 0.602], [1.725, 1.089, 2.000], [2.679, 0.428, 0.694], [-3.445, -1.274, -0.474]], "energy_ev": -15757.7084, "e_lumo_ha": 0.1481, "total_charge": -1}

# 9
{"formula": "C36H86N10O8", "method": "ωB97M-V with the def2-TZVPD basis set", "species": ["C", "C", "N", "C", "C", "C", "C", "H", "H", "H", "H", "H", "H", "H", "H", "H", "H", "H", "H", "H", "H", "H", "C", "C", "N", "C", "C", "C", "C", "H", "H", "H", "H", "H", "H", "H", "H", "H", "H", "H", "H", "H", "H", "H", "C", "N", "C", "C", "O", "H", "H", "H", "H", "H", "H", "H", "C", "N", "C", "C", "O", "H", "H", "H", "H", "H", "H", "H", "C", "N", "C", "C", "O", "H", "H", "H", "H", "H", "H", "H", "C", "N", "C", "C", "O", "H", "H", "H", "H", "H", "H", "H", "C", "N", "C", "C", "O", "H", "H", "H", "H", "H", "H", "H", "C", "N", "C", "C", "O", "H", "H", "H", "H", "H", "H", "H", "C", "N", "C", "C", "O", "H", "H", "H", "H", "H", "H", "H", "C", "N", "C", "C", "O", "H", "H", "H", "H", "H", "H", "H"], "positions_angstrom": [[-13.310, -18.926, 0.550], [-12.665, -17.574, 0.819], [-11.648, -17.146, -0.143], [-12.153, -16.660, -1.407], [-13.145, -15.514, -1.284], [-10.539, -18.072, -0.270], [-9.316, -17.422, -0.896], [-13.822, -19.273, 1.450], [-12.565, -19.701, 0.362], [-13.971, -18.859, -0.314], [-13.396, -16.781, 0.950], [-12.119, -17.627, 1.771], [-11.320, -16.394, -2.051], [-12.695, -17.487, -1.921], [-12.729, -14.694, -0.699], [-13.423, -15.193, -2.288], [-14.070, -15.839, -0.808], [-10.876, -18.962, -0.820], [-10.251, -18.332, 0.753], [-8.989, -16.543, -0.341], [-9.375, -17.231, -1.965], [-8.451, -18.091, -0.776], [-6.022, -18.619, 2.705], [-7.072, -19.613, 2.219], [-8.095, -20.013, 3.163], [-8.987, -19.000, 3.681], [-10.308, -19.570, 4.165], [-7.724, -21.105, 4.036], [-6.968, -20.687, 5.299], [-6.524, -17.703, 3.028], [-5.366, -18.328, 1.873], [-5.331, -18.999, 3.457], [-7.496, -19.284, 1.262], [-6.579, -20.559, 1.966], [-8.511, -18.453, 4.513], [-9.121, -18.294, 2.857], [-10.223, -20.020, 5.154], [-11.005, -18.733, 4.308], [-10.785, -20.176, 3.394], [-7.227, -21.921, 3.519], [-8.690, -21.473, 4.412], [-6.660, -21.579, 5.875], [-7.517, -20.117, 6.047], [-6.005, -20.228, 5.067], [-13.023, -18.741, 9.374], [-13.081, -18.123, 8.082], [-12.821, -18.986, 6.969], [-13.623, -16.883, 7.915], [-13.836, -16.375, 6.840], [-12.207, -19.467, 9.409], [-13.904, -19.369, 9.599], [-12.960, -17.997, 10.166], [-11.812, -19.399, 7.036], [-13.503, -19.846, 6.997], [-12.920, -18.521, 5.993], [-13.800, -16.372, 8.877], [-10.784, -23.795, 9.080], [-9.637, -23.368, 8.274], [-8.754, -24.424, 7.805], [-9.651, -22.168, 7.653], [-10.547, -21.352, 7.716], [-11.250, -22.925, 9.527], [-10.393, -24.476, 9.831], [-11.513, -24.290, 8.434], [-9.232, -24.992, 6.997], [-7.868, -23.996, 7.333], [-8.474, -25.059, 8.640], [-8.730, -21.980, 7.076], [-2.048, -20.801, -1.881], [-3.012, -19.992, -1.149], [-4.275, -20.577, -0.722], [-2.656, -18.825, -0.599], [-3.342, -18.217, 0.209], [-1.424, -20.134, -2.479], [-2.563, -21.418, -2.614], [-1.429, -21.393, -1.208], [-4.583, -21.310, -1.459], [-4.109, -21.033, 0.263], [-5.020, -19.808, -0.540], [-1.680, -18.443, -0.943], [-8.060, -17.016, 7.249], [-8.959, -16.293, 6.389], [-8.423, -15.331, 5.457], [-10.307, -16.397, 6.501], [-11.121, -15.775, 5.864], [-8.546, -17.883, 7.699], [-7.640, -16.368, 8.023], [-7.254, -17.439, 6.641], [-8.996, -15.342, 4.534], [-8.427, -14.336, 5.910], [-7.389, -15.586, 5.218], [-10.595, -17.102, 7.308], [-9.394, -26.730, 3.111], [-8.247, -26.118, 2.503], [-8.013, -24.713, 2.770], [-7.372, -26.835, 1.760], [-6.512, -26.357, 1.052], [-9.487, -27.758, 2.754], [-10.298, -26.206, 2.801], [-9.307, -26.817, 4.198], [-8.767, -24.105, 2.262], [-8.171, -24.551, 3.839], [-7.020, -24.477, 2.401], [-7.481, -27.924, 1.906], [-9.147, -21.358, -1.658], [-8.648, -21.585, -0.300], [-7.330, -22.139, -0.286], [-9.526, -21.764, 0.719], [-10.715, -21.544, 0.691], [-9.028, -22.298, -2.210], [-8.480, -20.621, -2.111], [-10.174, -21.025, -1.709], [-6.808, -22.204, 0.665], [-7.323, -23.168, -0.684], [-6.678, -21.602, -0.973], [-9.078, -22.210, 1.622], [-1.847, -17.138, 3.171], [-1.574, -18.505, 3.518], [-0.561, -18.762, 4.519], [-2.393, -19.484, 3.099], [-2.254, -20.675, 3.344], [-2.528, -17.077, 2.324], [-0.920, -16.622, 2.918], [-2.341, -16.618, 4.003], [-0.753, -18.162, 5.411], [-0.503, -19.819, 4.741], [0.396, -18.422, 4.106], [-3.208, -19.154, 2.443], [-3.202, -14.892, -0.464], [-4.503, -15.120, -1.049], [-4.828, -14.355, -2.221], [-5.451, -15.852, -0.414], [-6.608, -15.956, -0.779], [-3.154, -15.438, 0.480], [-3.121, -13.847, -0.144], [-2.407, -15.192, -1.141], [-4.014, -14.405, -2.946], [-5.722, -14.774, -2.683], [-5.056, -13.305, -2.010], [-5.033, -16.393, 0.448]], "energy_ev": -70006.9076, "e_lumo_ha": 0.0119, "total_charge": 0}

# 10
{"formula": "C22H27NO5", "method": "ωB97M-V with the def2-TZVPD basis set", "species": ["C", "C", "O", "C", "C", "C", "C", "C", "O", "N", "C", "C", "C", "C", "C", "O", "C", "C", "O", "C", "C", "C", "C", "C", "C", "O", "C", "C", "H", "H", "H", "H", "H", "H", "H", "H", "H", "H", "H", "H", "H", "H", "H", "H", "H", "H", "H", "H", "H", "H", "H", "H", "H", "H", "H"], "positions_angstrom": [[-7.225, -2.632, 0.641], [-5.824, -2.206, 1.052], [-5.390, -1.232, 0.125], [-4.189, -0.607, 0.319], [-3.297, -0.964, 1.324], [-2.075, -0.330, 1.465], [-1.708, 0.674, 0.584], [-0.405, 1.384, 0.774], [-0.182, 2.046, 1.772], [0.493, 1.268, -0.235], [0.411, 0.314, -1.314], [1.276, -0.901, -0.972], [2.666, -0.468, -0.594], [3.725, -1.360, -0.679], [5.017, -1.000, -0.328], [6.004, -1.957, -0.436], [7.083, -1.621, -1.290], [5.251, 0.296, 0.156], [6.499, 0.734, 0.552], [7.035, 0.054, 1.673], [4.195, 1.192, 0.214], [2.908, 0.831, -0.158], [1.806, 1.854, -0.081], [-2.603, 1.059, -0.404], [-3.842, 0.446, -0.553], [-4.578, 0.907, -1.605], [-5.996, 0.889, -1.570], [-6.565, 1.713, -0.421], [-7.208, -3.041, -0.366], [-7.597, -3.388, 1.326], [-7.895, -1.776, 0.656], [-5.838, -1.784, 2.067], [-5.147, -3.071, 1.038], [-3.549, -1.757, 2.008], [-1.405, -0.623, 2.258], [-0.623, 0.015, -1.476], [0.790, 0.794, -2.223], [1.311, -1.590, -1.818], [0.823, -1.431, -0.128], [3.558, -2.367, -1.032], [7.806, -2.429, -1.191], [6.744, -1.560, -2.330], [7.550, -0.673, -1.014], [8.038, 0.453, 1.814], [7.086, -1.025, 1.514], [6.433, 0.254, 2.566], [4.395, 2.190, 0.573], [1.822, 2.361, 0.889], [1.959, 2.610, -0.864], [-2.361, 1.862, -1.084], [-6.280, 1.333, -2.528], [-6.373, -0.137, -1.527], [-6.163, 2.723, -0.448], [-6.307, 1.263, 0.535], [-7.647, 1.759, -0.505]], "energy_ev": -34978.8681, "e_lumo_ha": 0.0276, "total_charge": 0}

Which formula does entry 7 have? C15H26N6O3